Density functional theory data (the ωB97M-V functional and the def2-TZVPD basis) for a cluster of 2 separate species, CHClO2 in total in a non-equilibrium geometry.

XYZ file:
```
5
Properties=species:S:1:pos:R:3:mulliken_charge:R:1
C -0.320 -0.104 0.845 0.390
O -1.353 -0.570 0.778 -0.183
O 0.876 0.142 -0.797 -0.484
Cl 0.208 0.522 -2.276 -0.032
H 0.590 0.010 1.450 0.309
```

Computed properties:
ΔE to the lowest compared entry with this formula, charge and spin in kcal per mole: 47.29
Max |F| in eV Å⁻¹: 3.9
Multiplicity: 1
HOMO energy in Eh: -0.339
Gap between HOMO and LUMO in Ha: 0.3125
Total energy in Eh: -649.2290
E_LUMO in eV: -0.733
Net charge: 0

***

Density functional theory data (the ωB97M-V functional and the def2-TZVPD basis) for a cluster of 2 separate species, CHClO3S in total in a non-equilibrium geometry.

XYZ file:
```
7
Properties=species:S:1:pos:R:3:mulliken_charge:R:1
C 0.649 0.264 -1.299 0.773
O 0.763 1.269 -0.749 -0.422
O 0.446 -1.243 0.931 -0.464
O 0.535 -0.664 -1.945 -0.346
S -0.520 -0.379 1.561 0.449
Cl -1.812 -0.087 -0.072 -0.195
H -0.060 0.839 1.572 0.205
```

Computed properties:
ΔE to the lowest compared entry with this formula, charge and spin in kcal per mole: 17.07
Max |F| in eV Å⁻¹: 2.9
Multiplicity: 1
HOMO energy in Eh: -0.394
Gap between HOMO and LUMO in Ha: 0.3696
Total energy in Eh: -1122.7917
E_LUMO in eV: -0.653
Net charge: 0

***

Density functional theory data (the ωB97M-V functional and the def2-TZVPD basis) for the molecule CHClO3S in a non-equilibrium geometry.

XYZ file:
```
7
Properties=species:S:1:pos:R:3:mulliken_charge:R:1
C 2.011 -0.112 -0.060 0.796
O 1.958 0.785 -0.847 -0.450
O 1.093 -0.969 0.362 -0.326
O 3.173 -0.549 0.585 -0.227
S -0.443 -1.224 -0.374 0.027
Cl 4.553 0.107 -0.151 0.037
H -0.050 -1.478 -1.561 0.143
```

Computed properties:
ΔE to the lowest compared entry with this formula, charge and spin in kcal per mole: 64.62
Max |F| in eV Å⁻¹: 2.6
Multiplicity: 1
HOMO energy in Eh: -0.379
Gap between HOMO and LUMO in Ha: 0.3508
Total energy in Eh: -1122.7159
E_LUMO in eV: -0.754
SMILES string: O=C(OS)OCl
Net charge: 0

***

Density functional theory data (the ωB97M-V functional and the def2-TZVPD basis) for a cluster of 2 separate species, CHClS in total in a non-equilibrium geometry.

XYZ file:
```
4
Properties=species:S:1:pos:R:3:mulliken_charge:R:1
C -2.923 -0.246 0.523 0.059
S -4.268 0.081 -0.081 -0.053
Cl 0.421 1.351 -0.114 -0.259
H -0.508 0.404 -0.128 0.252
```

Computed properties:
ΔE to the lowest compared entry with this formula, charge and spin in kcal per mole: 5.78
Max |F| in eV Å⁻¹: 1.2
Multiplicity: 1
HOMO energy in Eh: -0.419
Gap between HOMO and LUMO in Ha: 0.4024
Total energy in Eh: -897.0053
E_LUMO in eV: -0.458
Net charge: 0

***

Density functional theory data (the ωB97M-V functional and the def2-TZVPD basis) for a structure of composition CHCoF3NO5S2 in a non-equilibrium geometry.

XYZ file:
```
14
Properties=species:S:1:pos:R:3:mulliken_charge:R:1
O -0.741 2.286 1.118 -0.609
Co 2.182 1.264 -0.066 0.686
H 1.073 0.912 2.107 0.374
N -0.543 0.150 0.059 -0.337
S 0.311 -0.955 -0.717 1.043
O 1.761 -0.547 -0.406 -0.611
O 0.454 -1.804 -1.913 -0.658
S -0.251 1.804 -0.245 0.647
O 1.948 1.811 1.604 -0.814
O -1.200 2.436 -1.215 -0.624
C -1.118 -2.142 0.302 0.610
F -2.383 -2.060 -0.094 -0.232
F -0.691 -3.358 -0.019 -0.251
F -1.041 -2.084 1.631 -0.225
```

Computed properties:
Max |F| in eV Å⁻¹: 6.1
<S²>: 3.768
Multiplicity: 4
HOMO energy (alpha / beta) in Eh: -0.175 / -0.186
Gap between HOMO and LUMO (alpha / beta) in Ha: 0.2460 / 0.2607
Total energy in Eh: -2948.2502
E_LUMO (alpha / beta) in eV: 1.944 / 2.022
Net charge: -1

***

Density functional theory data (the ωB97M-V functional and the def2-TZVPD basis) for a structure of composition CHCuO2 in a non-equilibrium geometry.

XYZ file:
```
5
Properties=species:S:1:pos:R:3:mulliken_charge:R:1
O -1.062 0.937 -0.207 -0.568
C -0.034 0.210 -0.365 0.207
O 0.015 -0.417 0.880 -0.440
Cu 1.765 -1.277 -0.147 0.452
H -0.961 0.200 1.184 0.348
```

Computed properties:
ΔE to the lowest compared entry with this formula, charge and spin in kcal per mole: 31.69
Max |F| in eV Å⁻¹: 3.7
Multiplicity: 1
HOMO energy in Eh: -0.332
Gap between HOMO and LUMO in Ha: 0.2707
Total energy in Eh: -1829.5232
E_LUMO in eV: -1.676
Net charge: 0

***

Density functional theory data (the ωB97M-V functional and the def2-TZVPD basis) for a cluster of 2 separate species, CHF2IO in total in a non-equilibrium geometry.

XYZ file:
```
6
Properties=species:S:1:pos:R:3:mulliken_charge:R:1
C -2.018 0.099 -0.329 0.597
O -2.636 1.070 -0.384 -0.303
F -0.733 0.008 -0.019 -0.136
F -2.509 -1.157 -0.323 -0.157
I 4.110 -0.074 -0.287 -0.104
H 3.786 0.054 1.343 0.103
```

Computed properties:
ΔE to the lowest compared entry with this formula, charge and spin in kcal per mole: 3.14
Max |F| in eV Å⁻¹: 2.9
Multiplicity: 1
HOMO energy in Eh: -0.373
Gap between HOMO and LUMO in Ha: 0.3871
Total energy in Eh: -611.3679
E_LUMO in eV: 0.383
SMILES string: O=C(F)F.I
Net charge: 0

***

Density functional theory data (the ωB97M-V functional and the def2-TZVPD basis) for a cluster of 2 separate species, CHF2N in total in a non-equilibrium geometry.

XYZ file:
```
5
Properties=species:S:1:pos:R:3:mulliken_charge:R:1
C -1.137 0.627 -0.665 0.116
N 1.775 -0.247 0.161 -0.229
F -0.858 1.384 0.301 -0.027
F -1.338 -0.575 -0.126 -0.098
H 1.557 -1.189 0.329 0.238
```

Computed properties:
ΔE to the lowest compared entry with this formula, charge and spin in kcal per mole: 149.86
Max |F| in eV Å⁻¹: 2.5
Multiplicity: 1
HOMO energy (alpha / beta) in Eh: -0.412 / -0.408
Gap between HOMO and LUMO (alpha / beta) in Ha: 0.3561 / 0.3538
Total energy in Eh: -292.9461
E_LUMO (alpha / beta) in eV: -1.510 / -1.474
Net charge: 0

***

Density functional theory data (the ωB97M-V functional and the def2-TZVPD basis) for a cluster of 3 separate species, CHF3N3 in total in a non-equilibrium geometry.

XYZ file:
```
8
Properties=species:S:1:pos:R:3:mulliken_charge:R:1
C 3.378 0.195 0.115 0.426
N 2.584 -0.658 0.128 -0.278
N 0.300 -2.830 1.084 0.063
N 0.573 -2.556 0.086 0.823
F 4.178 1.120 0.072 -0.135
F 0.880 -2.275 -1.044 0.089
F -0.362 -0.320 -0.037 -0.408
H 0.149 0.394 -0.450 0.420
```

Computed properties:
ΔE to the lowest compared entry with this formula, charge and spin in kcal per mole: 4.19
Max |F| in eV Å⁻¹: 3.7
Multiplicity: 1
HOMO energy in Eh: -0.618
Gap between HOMO and LUMO in Ha: 0.4154
Total energy in Eh: -502.0440
E_LUMO in eV: -5.520
Net charge: +1

***

Density functional theory data (the ωB97M-V functional and the def2-TZVPD basis) for the ion CHF3N3 with charge +1 in a non-equilibrium geometry.

XYZ file:
```
8
Properties=species:S:1:pos:R:3:mulliken_charge:R:1
C -0.565 0.597 -1.218 0.855
N -0.654 1.487 -0.444 -0.233
N -0.820 0.090 0.095 -0.384
N 0.235 -0.336 0.830 0.731
F -0.177 -0.051 -2.176 -0.105
F 0.285 -1.641 0.762 -0.051
F 1.539 0.062 0.347 -0.138
H 0.156 -0.208 1.805 0.325
```

Computed properties:
ΔE to the lowest compared entry with this formula, charge and spin in kcal per mole: 73.68
Max |F| in eV Å⁻¹: 6.0
Multiplicity: 1
HOMO energy in Eh: -0.647
Gap between HOMO and LUMO in Ha: 0.4248
Total energy in Eh: -501.9332
E_LUMO in eV: -6.039
SMILES string: FC1=NN1[NH+](F)F
Net charge: +1

***

Density functional theory data (the ωB97M-V functional and the def2-TZVPD basis) for a cluster of 2 separate species, CHF3O2P in total in a non-equilibrium geometry.

XYZ file:
```
8
Properties=species:S:1:pos:R:3:mulliken_charge:R:1
C 1.125 -0.943 -0.332 0.789
O -2.826 2.461 1.088 -0.560
O -0.895 1.041 0.588 -0.436
F 1.245 -1.941 0.582 -0.253
F 2.369 -0.515 -0.461 -0.263
F 0.618 -1.542 -1.388 -0.228
P -2.218 1.511 0.056 -0.024
H 0.583 -0.073 -0.134 -0.025
```

Computed properties:
ΔE to the lowest compared entry with this formula, charge and spin in kcal per mole: 38.46
Max |F| in eV Å⁻¹: 2.8
Multiplicity: 1
HOMO energy in Eh: -0.161
Gap between HOMO and LUMO in Ha: 0.3043
Total energy in Eh: -830.2634
E_LUMO in eV: 3.905
Net charge: -1

***

Density functional theory data (the ωB97M-V functional and the def2-TZVPD basis) for a cluster of 2 separate species, CHF3O2P in total in a non-equilibrium geometry.

XYZ file:
```
8
Properties=species:S:1:pos:R:3:mulliken_charge:R:1
C -0.077 0.635 -0.336 0.466
O 1.932 1.370 -2.393 -0.578
O 2.422 1.411 0.147 -0.554
F -0.526 1.874 -0.123 -0.249
F -0.928 -0.010 -1.028 -0.160
F 0.638 -2.089 -0.485 -0.861
P 1.641 0.846 -0.990 0.819
H 0.044 0.238 0.631 0.117
```

Computed properties:
ΔE to the lowest compared entry with this formula, charge and spin in kcal per mole: 88.24
Max |F| in eV Å⁻¹: 4.1
Multiplicity: 1
HOMO energy in Eh: -0.184
Gap between HOMO and LUMO in Ha: 0.2787
Total energy in Eh: -830.1841
E_LUMO in eV: 2.574
Net charge: -1